Entry 1:
Density functional theory data (ωB97M-V/def2-TZVPD) for a cluster of 2 separate species, C3H7N3O2 in total.

Structure (XYZ):
```
15
Properties=species:S:1:pos:R:3:nbo_charge:R:1
C 0.78 0.68 -0.03 0.370
C -0.18 0.51 1.06 -0.442
C -1.33 -0.49 1.02 0.613
H 1.53 0.04 -2.24 0.464
H -0.40 -0.11 -1.64 0.438
H 1.46 2.37 1.58 0.407
H 2.24 1.58 -0.57 0.362
H 0.15 1.12 2.00 0.219
H -2.35 -1.87 0.14 0.393
H -0.12 -1.30 -1.38 0.445
N 0.69 0.16 -1.38 -0.912
N 1.86 1.29 0.50 -0.745
N -1.64 -1.21 -0.24 -0.427
O -2.13 -0.74 1.99 -0.612
O -0.58 -2.03 -0.80 -0.575
```

Its energy relative to the best compared isomer or geometry (same formula, charge and spin) is 957.9 kJ/mol. The total energy comes out at -432.957919 Ha. Its frontier orbital gap is 6.92 eV.

***

Entry 2:
Density functional theory data (ωB97M-V/def2-TZVPD) for the molecule C3H7N3O2.

Structure (XYZ):
```
15
Properties=species:S:1:pos:R:3:nbo_charge:R:1
N -2.05 0.98 -0.56 -0.826
C -1.87 -0.20 0.04 0.663
O -2.72 -1.07 0.30 -0.621
C -0.40 -0.45 0.30 -0.330
N 0.32 0.75 -0.04 -0.477
N 1.62 0.71 0.65 -0.484
C 2.62 -0.08 0.11 0.495
O 2.43 -0.92 -0.81 -0.609
H -3.02 1.38 -0.61 0.401
H -1.34 1.71 -0.66 0.418
H -0.37 -0.55 1.40 0.220
H -0.18 -1.34 -0.20 0.233
H 0.59 0.91 -1.00 0.383
H 1.63 0.98 1.62 0.399
H 3.61 0.18 0.55 0.134
```

Its energy relative to the best compared isomer or geometry (same formula, charge and spin) is 244.5 kJ/mol. Its SMILES is NC(=O)CNNC=O. The total energy comes out at -433.229650 Ha. Its frontier orbital gap is 10.37 eV.

***

Entry 3:
Density functional theory data (ωB97M-V/def2-TZVPD) for the molecule C3H7N3O2.

Structure (XYZ):
```
15
Properties=species:S:1:pos:R:3:nbo_charge:R:1
N 2.51 -2.48 0.93 -0.695
N 2.09 -1.17 0.16 -0.298
C 0.78 -1.15 0.07 0.203
N 0.18 0.06 -0.29 -0.648
C -1.16 0.41 0.06 0.652
O -1.92 -0.18 0.72 -0.562
C -1.83 1.63 -0.46 -0.169
O -0.79 2.57 -1.03 -0.743
H 3.41 -2.61 0.33 0.383
H 1.66 -3.16 0.92 0.356
H -0.06 -1.88 0.18 0.187
H 0.83 0.84 -0.52 0.437
H -2.59 1.56 -1.36 0.230
H -2.26 2.15 0.48 0.204
H -0.87 3.40 -0.20 0.464
```

Its energy relative to the best compared isomer or geometry (same formula, charge and spin) is 508.1 kJ/mol. Its SMILES is N/N=C/NC(=O)CO. The total energy comes out at -433.129251 Ha. Its frontier orbital gap is 9.20 eV.

***

Entry 4:
Density functional theory data (ωB97M-V/def2-TZVPD) for a cluster of 2 separate species, C3H7N3O2 in total.

Structure (XYZ):
```
15
Properties=species:S:1:pos:R:3:nbo_charge:R:1
C -1.28 -0.48 -1.12 -0.550
C 0.16 -0.35 -1.15 0.728
C -0.76 -0.49 0.35 0.198
N 1.78 1.85 -0.30 -0.438
N -0.52 -1.74 0.99 -0.862
O 0.46 1.58 -0.42 -0.356
N -0.85 0.70 0.98 -0.532
O 1.17 -0.81 -1.56 -0.491
H 1.95 2.69 0.24 0.351
H 2.31 1.05 0.06 0.337
H -1.15 -1.91 1.76 0.378
H 0.44 -1.87 1.27 0.373
H -0.19 0.76 1.75 0.332
H -1.68 -1.41 -1.53 0.256
H -1.83 0.43 -1.33 0.276
```

Its energy relative to the best compared isomer or geometry (same formula, charge and spin) is 797.1 kJ/mol. The total energy comes out at -433.019158 Ha. Its frontier orbital gap (spin up / spin down) is 6.66 / 8.12 eV.

***

Entry 5:
Density functional theory data (ωB97M-V/def2-TZVPD) for a structure of composition C3H7N3O2S2.

Structure (XYZ):
```
17
Properties=species:S:1:pos:R:3:nbo_charge:R:1
C -0.10 -1.54 -0.40 -0.025
C -0.31 -0.91 1.80 -0.289
C 1.09 -0.34 1.54 -0.572
N -0.76 -1.81 0.64 -0.364
N 0.39 1.50 -1.98 -0.738
N -0.64 0.63 -2.43 -0.723
O 0.96 2.45 0.24 -0.891
O -1.17 1.14 -0.04 -0.924
S 1.35 -0.42 -0.27 0.309
S 0.12 1.56 -0.50 2.237
H -0.29 -1.96 -1.39 0.229
H -0.47 -1.50 2.73 0.227
H -1.11 -0.11 1.75 0.247
H 1.02 0.76 1.89 0.279
H 1.89 -0.93 1.94 0.233
H -0.41 0.51 -3.41 0.381
H -1.57 0.95 -2.12 0.385
```

Its energy relative to the best compared isomer or geometry (same formula, charge and spin) is 88.5 kJ/mol. The total energy comes out at -1229.489007 Ha. Its frontier orbital gap (spin up / spin down) is 8.52 / 8.52 eV.

***

Entry 6:
Density functional theory data (ωB97M-V/def2-TZVPD) for a structure of composition C3H7N3OS.

Structure (XYZ):
```
15
Properties=species:S:1:pos:R:3:nbo_charge:R:1
C 1.03 0.64 -1.29 0.763
C -1.66 -2.18 -1.18 -0.429
C 2.35 1.31 0.58 -0.414
N 0.06 -0.25 -1.77 -0.436
N -1.26 -0.32 -1.39 -0.399
N 1.33 0.49 0.07 -0.623
O 1.53 1.39 -2.10 -0.595
S -1.16 0.15 -2.95 0.491
H -2.77 -2.26 -0.85 0.216
H -1.54 -2.63 -2.23 0.203
H -0.80 -2.43 -0.53 0.205
H 2.17 2.41 0.19 0.213
H 2.42 1.36 1.64 0.209
H 3.32 1.04 0.19 0.196
H 0.90 -0.20 0.60 0.401
```

Its energy relative to the best compared isomer or geometry (same formula, charge and spin) is 494.9 kJ/mol. The total energy comes out at -756.045807 Ha. Its frontier orbital gap is 8.82 eV.

***

Entry 7:
Density functional theory data (ωB97M-V/def2-TZVPD) for the molecule C3H7N3OS.

Structure (XYZ):
```
15
Properties=species:S:1:pos:R:3:nbo_charge:R:1
H -0.38 3.16 1.11 0.367
N 0.09 2.29 1.13 -0.720
C -0.49 1.29 0.55 0.267
N 0.20 0.09 0.31 -0.226
C 1.18 -0.11 1.39 -0.490
O -0.81 -0.87 0.02 -0.344
C -0.75 -1.45 -1.17 0.452
N -0.10 -1.04 -2.20 -0.769
S -2.01 -2.65 -1.18 -0.294
H -1.69 1.29 0.30 0.192
H 1.96 -1.05 1.17 0.240
H 0.59 0.11 2.43 0.218
H 1.71 0.91 1.36 0.273
H 0.70 -0.36 -2.28 0.424
H -0.21 -1.61 -2.93 0.409
```

Its energy relative to the best compared isomer or geometry (same formula, charge and spin) is 443.2 kJ/mol. Its SMILES is [H]/N=C/N(C)OC(N)=S. The total energy comes out at -756.065506 Ha. Its frontier orbital gap is 8.81 eV.

***

Entry 8:
Density functional theory data (ωB97M-V/def2-TZVPD) for a cluster of 2 separate species, C3H7N3OS in total.

Structure (XYZ):
```
15
Properties=species:S:1:pos:R:3:nbo_charge:R:1
C 1.01 0.05 0.91 -0.261
C 0.07 -0.83 1.64 -0.606
C -0.56 0.30 -1.01 0.546
H 1.00 1.68 -1.70 0.463
H 1.80 -0.63 0.56 0.209
H 1.28 0.88 1.62 0.238
H 0.60 -1.18 2.55 0.254
H -0.85 -0.36 2.15 0.246
H -1.60 -1.34 -1.36 0.395
H -1.36 0.45 -2.74 0.335
N 0.20 0.89 -0.02 -0.169
N -1.08 -0.94 -0.62 -0.766
N -0.83 1.02 -2.14 -0.778
O 0.77 2.15 -0.49 -0.539
S -0.46 -2.16 0.64 0.434
```

Its energy relative to the best compared isomer or geometry (same formula, charge and spin) is 514.8 kJ/mol. The total energy comes out at -756.038244 Ha. Its frontier orbital gap is 8.87 eV.

***

Entry 9:
Density functional theory data (ωB97M-V/def2-TZVPD) for the molecule C3H7N3OS.

Structure (XYZ):
```
15
Properties=species:S:1:pos:R:3:nbo_charge:R:1
H 2.22 2.31 -0.34 0.358
N 2.62 1.42 -0.14 -0.770
C 1.71 0.53 0.08 0.248
N 2.08 -0.75 0.37 -0.313
O 3.38 -1.08 -0.01 -0.558
S -0.02 0.89 0.17 0.397
N -0.63 -0.68 -0.11 -0.577
C -1.89 -0.85 -0.10 0.130
C -2.93 0.20 0.08 -0.712
H 1.44 -1.43 0.06 0.396
H 3.80 -0.19 -0.20 0.496
H -2.19 -1.87 -0.29 0.189
H -3.94 -0.16 0.03 0.234
H -2.85 0.98 -0.68 0.240
H -2.80 0.68 1.06 0.240
```

Its energy relative to the best compared isomer or geometry (same formula, charge and spin) is 286.7 kJ/mol. Its SMILES is [H]/N=C(/NO)S/N=C\C. The total energy comes out at -756.125108 Ha. Its frontier orbital gap is 9.67 eV.